{
  "formula": "C33H39AuClIN3OPSe",
  "method": "the ωB97M-V functional and the def2-TZVPD basis",
  "spin_multiplicity": 1,
  "e_lumo_ev": 0.1,
  "e_tot_ev": -140323.760,
  "relative_energy_kcal_mol": 0.0,
  "homo_energy_ev": -6.778,
  "homo_lumo_gap_ev": 6.8,
  "symbols": ["Au", "Cl", "C", "C", "C", "I", "C", "O", "C", "N", "C", "C", "C", "C", "H", "H", "H", "H", "C", "P", "C", "C", "C", "C", "C", "C", "C", "H", "H", "H", "H", "H", "H", "H", "H", "H", "H", "H", "C", "C", "C", "C", "N", "C", "Se", "N", "C", "C", "C", "C", "C", "C", "C", "C", "C", "C", "H", "H", "H", "H", "H", "H", "H", "H", "H", "H", "H", "H", "H", "H", "H", "H", "H", "H", "H", "H", "H", "H", "C", "H", "H"],
  "positions_angstrom": [[-0.629, 0.218, -0.023], [4.635, -0.332, 5.035], [3.669, -0.147, 3.598], [4.284, -0.004, 2.389], [3.530, 0.140, 1.216], [4.519, 0.359, -0.602], [2.139, 0.140, 1.206], [1.492, 0.269, 0.088], [1.496, 0.013, 2.502], [0.143, 0.056, 2.540], [-0.484, -0.065, 3.680], [0.185, -0.243, 4.904], [1.549, -0.275, 4.903], [2.259, -0.140, 3.689], [5.364, -0.003, 2.332], [-1.569, -0.017, 3.640], [-0.378, -0.344, 5.822], [2.102, -0.401, 5.823], [-0.085, 3.335, 1.494], [-0.528, 2.594, -0.099], [-2.030, 3.477, -0.608], [0.757, 3.102, -1.266], [1.987, 3.595, -0.844], [2.973, 3.899, -1.772], [2.735, 3.715, -3.125], [1.512, 3.216, -3.552], [0.530, 2.903, -2.628], [0.797, 2.840, 1.900], [-0.911, 3.168, 2.186], [0.099, 4.406, 1.396], [-1.866, 4.555, -0.615], [-2.836, 3.227, 0.083], [-2.329, 3.146, -1.603], [2.196, 3.725, 0.210], [3.931, 4.268, -1.433], [3.506, 3.951, -3.847], [1.327, 3.058, -4.607], [-0.413, 2.490, -2.969], [-5.993, -2.252, -0.144], [-5.608, -2.117, 1.328], [-4.725, -3.247, 1.859], [-3.238, -3.161, 1.504], [-2.953, -3.195, 0.089], [-2.199, -2.196, -0.598], [-2.946, -0.284, -0.382], [-2.193, -2.673, -1.952], [-1.350, -2.116, -2.988], [-2.086, -1.776, -4.287], [-3.035, -0.586, -4.188], [-2.302, 0.749, -4.108], [-2.721, -3.953, -2.013], [-2.767, -4.872, -3.039], [-3.332, -6.127, -2.775], [-3.813, -6.442, -1.521], [-3.746, -5.515, -0.471], [-3.199, -4.279, -0.735], [-6.683, -1.460, -0.438], [-6.485, -3.210, -0.327], [-5.127, -2.203, -0.806], [-6.525, -2.097, 1.923], [-5.112, -1.158, 1.499], [-5.132, -4.204, 1.522], [-4.779, -3.265, 2.952], [-2.702, -3.975, 2.007], [-2.836, -2.222, 1.890], [-0.541, -2.824, -3.205], [-0.878, -1.218, -2.588], [-2.630, -2.654, -4.638], [-1.322, -1.565, -5.044], [-3.671, -0.708, -3.308], [-3.702, -0.585, -5.053], [-1.681, 0.796, -3.208], [-3.002, 1.585, -4.064], [-1.658, 0.892, -4.979], [-2.370, -4.648, -4.020], [-3.379, -6.860, -3.570], [-4.238, -7.419, -1.335], [-4.095, -5.779, 0.518], [-0.819, -1.851, -0.033], [-0.741, -2.145, 1.012], [-0.001, -2.274, -0.617]]
}



{
  "formula": "C7H17NO",
  "method": "the ωB97M-V functional and the def2-TZVPD basis",
  "spin_multiplicity": 1,
  "e_lumo_ev": 0.9,
  "e_tot_ev": -11072.498,
  "relative_energy_kcal_mol": 14.8,
  "homo_energy_ev": -9.231,
  "homo_lumo_gap_ev": 10.1,
  "symbols": ["C", "C", "C", "C", "C", "O", "C", "C", "N", "H", "H", "H", "H", "H", "H", "H", "H", "H", "H", "H", "H", "H", "H", "H", "H", "H"],
  "positions_angstrom": [[1.469, -2.153, -1.296], [1.524, -0.655, -1.529], [0.358, 0.176, -0.972], [-0.092, -0.058, 0.493], [-1.059, -1.251, 0.590], [1.066, -0.358, 1.292], [-0.769, 1.214, 1.127], [-1.915, 1.800, 0.305], [0.221, 2.271, 1.409], [0.508, -2.574, -1.606], [2.255, -2.649, -1.876], [1.647, -2.400, -0.245], [2.467, -0.270, -1.125], [1.566, -0.480, -2.612], [0.673, 1.221, -1.089], [-0.508, 0.064, -1.639], [-0.544, -2.207, 0.468], [-1.861, -1.190, -0.153], [-1.523, -1.297, 1.582], [0.757, -0.525, 2.201], [-1.168, 0.927, 2.108], [-2.402, 2.616, 0.851], [-2.680, 1.047, 0.095], [-1.568, 2.207, -0.651], [0.503, 2.718, 0.537], [1.074, 1.805, 1.736]]
}



{
  "formula": "C3H6N2O",
  "method": "the ωB97M-V functional and the def2-TZVPD basis",
  "spin_multiplicity": 1,
  "e_lumo_ev": [0.3, 0.3],
  "e_tot_ev": -8231.926,
  "relative_energy_kcal_mol": 110.1,
  "homo_energy_ev": [-7.007, -7.002],
  "homo_lumo_gap_ev": [7.3, 7.3],
  "symbols": ["N", "C", "O", "C", "C", "N", "H", "H", "H", "H", "H", "H"],
  "positions_angstrom": [[-1.088, -0.496, -1.216], [-0.408, 0.287, -0.336], [-0.451, 1.545, -0.495], [0.355, -0.293, 0.756], [0.973, -1.472, 0.679], [0.618, 2.251, 0.178], [-1.697, -0.033, -1.876], [-1.387, -1.404, -0.893], [0.422, 0.378, 1.610], [1.021, -2.035, -0.252], [1.506, -1.877, 1.533], [0.137, 3.149, 0.312]]
}